(1)
100
Properties=species:S:1:pos:R:3:forces:R:3:lowdin_charge:R:1 method="wB97M-V/def2-TZVPD" fmax_ev_per_a=6.224 homo_ev="-8.504 / -8.490" spin_multiplicity=3 gap_ev="5.92 / 5.61" e_lumo_ev="-2.5846 / -2.8824" total_charge=+1
C -1.274721 0.240082 2.372388 0.029 0.023 0.077 -0.36
C -2.369026 1.101224 0.454261 0.825 -0.587 -1.301 -0.39
C -2.309064 0.657833 3.199020 1.085 -0.543 0.130 -0.08
C -3.316245 1.727101 1.323166 -0.370 0.053 0.211 -0.05
C -3.327799 1.448087 2.677916 -0.262 0.251 -1.453 -0.07
H -2.269133 0.396567 4.235347 -0.022 0.011 0.475 0.10
H -4.070565 2.336418 0.825410 -0.006 -0.130 0.371 0.11
H -4.135073 1.796210 3.313344 0.142 0.138 -0.066 0.11
N -1.296216 0.445074 1.046244 0.641 -0.486 -0.058 0.03
P 1.564899 -0.237846 2.027394 -1.015 0.464 1.835 1.12
P -1.375195 -0.086596 -1.841091 -0.523 0.964 0.183 1.13
C -0.039640 -0.467464 2.968479 -0.251 0.167 0.097 -0.25
H 0.130857 -0.057334 3.979237 -0.226 -0.476 -0.229 0.08
H -0.236258 -1.560567 3.032295 0.190 0.613 0.118 0.08
C 2.326181 -0.719434 -0.553092 3.152 -0.450 -5.348 -0.11
O 3.210856 -0.916936 -1.282313 -2.433 0.613 3.322 0.14
C -2.504161 1.029318 -0.959225 1.260 1.617 1.194 -0.31
H -3.254482 1.722719 -1.378488 0.507 -0.698 -0.022 0.07
C -0.467804 0.549803 -3.528311 -0.793 -0.088 0.111 -0.62
C -2.831447 -1.285874 -2.188850 0.618 0.020 -0.888 -0.64
C 2.194594 1.438821 2.692198 0.255 -0.188 -0.021 -0.64
C 2.657626 -1.600880 2.741384 -0.021 0.179 0.113 -0.67
C 1.061471 0.685523 -3.432399 0.056 0.073 0.324 -0.12
H 1.570772 -0.274597 -3.295916 -0.147 0.051 -0.052 0.06
H 1.442836 1.129562 -4.373288 -0.286 -0.270 0.323 0.10
H 1.368377 1.355017 -2.626642 -0.022 -0.171 -0.172 0.03
C -0.725639 -0.428824 -4.675250 -0.128 -0.086 -0.297 -0.10
H -0.323448 -1.425496 -4.443285 -0.155 0.234 -0.085 0.08
H -1.788471 -0.519619 -4.930785 0.345 -0.005 0.082 0.06
H -0.201120 -0.075281 -5.581729 -0.163 -0.049 0.333 0.10
C -1.022679 1.937555 -3.834812 0.035 0.155 -0.229 -0.10
H -0.636644 2.318985 -4.796126 -0.027 -0.209 0.219 0.10
H -2.115734 1.950523 -3.897341 0.121 0.029 0.103 0.08
H -0.693045 2.630826 -3.053027 -0.131 -0.340 -0.355 0.03
C -2.297812 -2.555664 -2.868654 -0.333 -0.441 -0.215 -0.10
H -1.285863 -2.806145 -2.522426 -0.301 0.008 -0.126 0.04
H -2.949949 -3.401445 -2.609536 0.156 0.054 -0.182 0.08
H -2.279334 -2.476903 -3.963947 0.029 -0.036 0.379 0.07
C -3.536615 -1.697833 -0.878230 0.212 0.002 -0.085 -0.08
H -2.852660 -2.235528 -0.214871 -0.143 0.173 -0.055 0.05
H -3.962632 -0.844119 -0.341596 0.075 -0.273 -0.175 0.08
H -4.333613 -2.413747 -1.138412 0.154 0.299 0.004 0.09
C -3.840396 -0.504574 -3.077732 -0.244 -0.538 0.040 -0.08
H -3.899668 0.556093 -2.806563 -0.095 -0.447 -0.116 0.05
H -3.607883 -0.588018 -4.145093 -0.010 0.027 0.245 0.07
H -4.841278 -0.946080 -2.928934 0.267 0.203 -0.126 0.09
C 4.100096 -1.335441 2.277037 0.126 -0.233 0.175 -0.08
H 4.706513 -2.214462 2.541030 -0.058 0.213 -0.125 0.10
H 4.156070 -1.201459 1.187861 0.116 -0.040 0.293 0.06
H 4.557147 -0.468632 2.769690 -0.165 -0.243 -0.206 0.07
C 2.218914 -2.969185 2.198793 -0.010 -0.040 -0.062 -0.09
H 1.190458 -3.215801 2.488713 0.188 0.039 -0.084 0.07
H 2.306096 -3.039117 1.109217 -0.036 -0.011 0.123 0.07
H 2.877083 -3.732936 2.642677 -0.191 0.192 -0.187 0.10
C 2.582820 -1.700801 4.278562 0.217 -0.097 0.124 -0.08
H 1.549099 -1.772407 4.641719 0.271 -0.019 -0.093 0.08
H 3.104111 -2.622820 4.575104 -0.152 0.162 -0.030 0.10
H 3.082452 -0.878639 4.796853 -0.206 -0.318 -0.180 0.06
C 1.000042 2.399979 2.790228 -0.138 -0.023 -0.059 -0.09
H 0.368555 2.172862 3.660102 0.107 0.008 -0.276 0.09
H 1.366258 3.426578 2.925748 0.041 -0.201 -0.037 0.09
H 0.382149 2.373319 1.889037 -0.001 0.036 0.206 0.05
C 3.251509 1.987520 1.713171 -0.046 0.094 0.132 -0.09
H 2.853781 2.117101 0.704406 0.187 -0.114 0.186 0.04
H 3.553315 2.979839 2.086100 0.058 -0.271 -0.179 0.10
H 4.140564 1.341481 1.684661 -0.226 0.274 -0.071 0.07
C 2.853579 1.389931 4.078394 -0.026 0.219 0.137 -0.09
H 2.186330 0.993474 4.853523 0.158 0.068 -0.184 0.08
H 3.800913 0.841530 4.082338 -0.264 0.121 0.040 0.07
H 3.093951 2.424740 4.363526 -0.087 -0.169 -0.069 0.10
Ni 0.429346 -0.294965 -0.174611 -1.387 0.519 0.810 0.22
N 0.807947 1.950281 -0.547969 1.299 3.365 0.132 0.20
C 0.938302 3.126634 -0.624498 -3.426 -3.364 -0.484 -0.02
C 0.210515 4.483789 -0.846490 0.516 -0.027 0.165 -0.54
C -1.265709 4.324744 -1.247993 -0.598 -0.756 -0.270 -0.05
C 0.130772 5.111944 0.538479 -0.060 -0.032 0.934 -0.06
C 0.967279 5.242654 -1.935027 0.256 0.444 -0.464 -0.04
H -1.440979 3.866808 -2.221741 0.210 0.261 0.199 0.05
H -1.844242 3.716531 -0.534141 0.375 0.255 -0.129 0.08
H -1.716656 5.325658 -1.301702 0.324 -0.137 0.199 0.11
H 1.073755 5.116965 1.088857 0.088 0.176 -0.211 0.08
H -0.289707 6.123232 0.525874 0.172 -0.156 -0.230 0.10
H -0.566272 4.484873 1.127298 0.322 0.371 -0.133 0.09
H 0.321717 5.956114 -2.474144 0.114 -0.228 0.457 0.10
H 1.820418 5.796694 -1.542503 0.014 -0.043 0.072 0.09
H 1.351675 4.560566 -2.703846 -0.132 0.043 0.174 0.09
C -0.359071 -6.665348 -0.466437 -0.002 -0.303 -0.080 -0.03
C -0.151363 -5.184999 -0.450878 0.219 0.110 -0.172 -0.25
C -0.866544 -4.389998 0.436271 -0.244 0.383 0.254 -0.01
C -0.682376 -3.016093 0.448500 0.754 0.012 -0.589 -0.14
N 0.180156 -2.398419 -0.402800 -0.126 -0.810 0.547 -0.03
C 0.866385 -3.161110 -1.292214 -0.642 -0.308 0.780 -0.14
C 0.742895 -4.550552 -1.322016 -0.137 0.444 0.099 0.01
H -0.052889 -7.122471 0.482761 -0.032 0.136 -0.165 0.10
H -1.420960 -6.900959 -0.609760 0.216 0.053 0.012 0.10
H 0.211578 -7.129774 -1.273180 -0.088 -0.011 0.116 0.08
H -1.578758 -4.833441 1.136902 0.225 0.108 -0.250 0.14
H -1.224261 -2.380941 1.155599 0.259 -0.129 -0.335 0.10
H 1.526706 -2.658936 -1.999235 -0.207 -0.031 0.248 0.11
H 1.341381 -5.122672 -2.027966 -0.191 0.094 0.105 0.12

---

(2)
137
Properties=species:S:1:pos:R:3:forces:R:3:lowdin_charge:R:1 method="wB97M-V/def2-TZVPD" fmax_ev_per_a=1.933 homo_ev=-8.017 gap_ev=7.59 e_lumo_ev=-0.4296 total_charge=0 relative_energy_kj_mol=0.0
C -3.535267 4.895280 0.950872 -0.230 -0.068 -0.225 0.07
N -3.172894 3.985037 -0.171143 1.153 0.448 -0.385 -0.42
O -3.805821 4.017420 -1.200202 -0.689 -0.059 0.143 0.07
O -2.103571 3.407418 -0.057673 -0.337 -0.218 0.217 0.04
H -4.598938 5.106574 0.936651 -0.028 -0.200 -0.043 0.10
H -2.993629 5.805248 0.698602 0.074 0.025 0.297 0.11
H -3.192911 4.432677 1.868839 0.019 0.111 0.049 0.09
C -4.037855 1.108546 -2.536031 -0.613 -0.033 -1.833 0.04
N -4.740854 0.798012 -1.271602 1.005 -1.468 -0.074 -0.39
O -5.898500 0.434771 -1.292493 -0.360 0.627 -0.115 0.08
O -4.024254 0.687818 -0.293685 -0.171 0.755 0.144 0.04
H -4.676437 0.824178 -3.373105 -0.270 -0.100 0.305 0.10
H -3.148459 0.495177 -2.637796 0.161 0.144 0.608 0.08
H -3.834776 2.160227 -2.707217 0.200 0.093 0.737 0.08
C -3.055380 -3.006380 1.145946 0.267 0.114 0.374 0.05
N -3.408172 -4.448404 1.164331 -0.248 -0.518 0.234 -0.43
O -3.465405 -5.066999 0.124901 0.111 0.285 -0.062 0.07
O -3.605952 -4.946415 2.263163 0.030 0.118 -0.066 0.04
H -2.170461 -2.895303 0.526072 -0.137 0.147 -0.142 0.09
H -2.860132 -2.754855 2.183715 0.116 0.109 -0.053 0.09
H -3.885386 -2.399982 0.794443 -0.025 -0.221 -0.299 0.10
C 2.944625 3.748064 -3.680544 0.943 0.004 0.570 -0.15
C 4.055986 2.999337 -4.390181 -0.326 0.139 -1.180 -0.15
O 3.950665 1.638696 -3.985393 0.039 -0.430 1.008 -0.17
S 2.548508 1.307276 -3.271016 0.493 0.433 -1.505 0.62
O 2.707144 1.084295 -1.879294 0.052 0.212 0.023 -0.21
O 1.897444 0.330313 -4.080128 -0.119 0.581 0.520 -0.22
O 1.917936 2.770684 -3.540538 -0.721 -0.734 -0.059 -0.20
H 2.645270 4.588064 -4.300917 -0.512 -0.076 0.177 0.14
H 3.225816 4.066512 -2.678133 0.131 0.229 -0.054 0.11
H 5.058806 3.399213 -4.267438 0.000 -0.187 0.515 0.14
H 3.841979 3.007306 -5.464277 0.059 0.008 0.021 0.13
C 0.104141 -3.282479 -2.698121 0.828 0.712 0.561 -0.15
C -0.089984 -1.807335 -3.087133 0.093 -0.862 -0.172 -0.17
O -1.453734 -1.536262 -2.720413 -1.069 -0.827 0.019 -0.22
S -2.329568 -2.850249 -3.149726 0.805 0.381 0.000 0.62
O -2.505352 -2.856992 -4.563693 -0.299 0.230 0.172 -0.22
O -3.453130 -3.003350 -2.278296 0.995 0.265 -0.375 -0.23
O -1.166061 -3.911459 -2.839790 -0.766 -0.121 0.184 -0.19
H 0.414453 -3.365088 -1.653624 -0.242 0.028 0.093 0.11
H 0.887892 -3.762439 -3.282171 -0.373 -0.117 -0.387 0.13
H 0.022912 -1.674146 -4.161109 0.139 0.241 0.032 0.13
H 0.566352 -1.175253 -2.502887 -0.102 0.221 -0.147 0.09
C 4.207408 -2.269692 -1.122615 0.042 -0.148 -0.706 -0.13
C 4.260926 -3.774355 -1.456578 0.483 -0.707 0.862 -0.16
O 3.963592 -3.940293 -2.836705 0.152 0.651 -0.538 -0.19
S 4.120338 -2.526920 -3.622881 -0.963 -0.353 0.461 0.63
O 3.053272 -2.472155 -4.566250 0.557 0.087 0.438 -0.22
O 5.463106 -2.274274 -4.023687 -0.264 -0.243 0.336 -0.21
O 3.745388 -1.645449 -2.331350 0.011 -0.047 -0.854 -0.23
H 5.199037 -1.883310 -0.896670 -0.117 0.120 0.273 0.13
H 3.458417 -2.025196 -0.377534 0.198 0.018 0.207 0.10
H 3.571201 -4.365156 -0.851124 -0.400 0.194 -0.338 0.10
H 5.236738 -4.219166 -1.244453 0.147 0.325 -0.163 0.13
C -6.651589 -0.435102 1.888817 1.218 -0.089 -0.445 -0.14
C -7.051980 1.002264 2.108441 -1.610 0.028 -0.598 -0.19
O -6.173309 1.529331 3.081547 1.041 -0.222 0.301 -0.18
S -4.759582 0.699875 3.108297 -1.561 -0.351 -0.683 0.63
O -4.663666 0.072303 4.381719 0.309 0.301 -0.327 -0.21
O -3.711871 1.515092 2.584245 -0.241 -0.325 0.247 -0.24
O -5.206426 -0.380626 1.991366 0.753 0.618 1.073 -0.24
H -6.773350 -0.786350 0.866801 -0.570 0.014 0.106 0.13
H -7.015819 -1.130891 2.643877 -0.203 0.086 -0.055 0.14
H -8.093994 1.036585 2.441457 0.260 0.092 0.566 0.14
H -7.071895 1.616884 1.205345 0.653 -0.183 -0.110 0.13
C -0.795184 -4.497415 4.439662 -0.109 0.254 -0.735 -0.15
C 0.568021 -5.127976 4.691348 -0.953 -0.879 0.898 -0.16
O 1.451315 -4.049852 4.952823 0.630 0.423 -0.406 -0.19
S 0.710846 -2.710385 5.382740 -0.602 0.287 0.075 0.61
O 0.910256 -1.666278 4.417072 -0.114 -1.021 0.294 -0.24
O 0.993878 -2.434783 6.746825 -0.142 -0.092 -0.215 -0.21
O -0.774712 -3.327758 5.269214 0.432 0.565 0.198 -0.19
H -1.642679 -5.100758 4.753267 0.155 -0.109 0.153 0.14
H -0.973602 -4.209965 3.401792 0.207 0.053 0.035 0.10
H 0.974936 -5.782474 3.927061 -0.051 0.385 -0.343 0.12
H 0.439326 -5.727894 5.599964 0.434 0.112 0.074 0.13
C 1.978595 3.446110 0.197457 0.013 0.381 -0.009 -0.14
C 1.375177 4.859468 0.111276 -0.885 0.264 1.189 -0.16
O 2.387855 5.708102 -0.427962 0.881 0.521 -0.224 -0.19
S 3.814078 5.160592 0.105066 -0.834 -1.310 -0.397 0.63
O 3.984418 5.343524 1.508897 -0.267 0.304 -0.350 -0.22
O 4.844875 5.558775 -0.797850 -0.776 -0.322 0.226 -0.22
O 3.367028 3.620689 -0.153671 1.020 0.709 0.014 -0.22
H 1.565962 2.771282 -0.544300 0.019 -0.107 0.106 0.10
H 1.900076 3.047973 1.207306 -0.045 -0.038 -0.036 0.10
H 1.093396 5.279799 1.079722 0.391 -0.430 0.125 0.09
H 0.428925 4.902648 -0.428845 0.483 0.049 -0.773 0.13
N 0.486587 2.172454 3.387520 0.434 1.011 -0.128 0.06
C -0.375522 3.148302 2.954180 -0.398 -0.096 0.375 -0.14
C 0.194420 4.384950 3.171105 -0.390 -1.044 -0.386 -0.13
C 1.504198 4.141790 3.675493 -0.596 0.834 -0.275 -0.11
C 1.641441 2.791396 3.800399 0.412 -0.325 0.180 -0.14
H 0.329906 1.178101 3.356394 0.006 -0.015 -0.106 0.12
H -1.355272 2.890531 2.585094 0.033 -0.057 0.020 0.08
H -0.319274 5.299536 2.921943 0.251 0.201 0.142 0.09
H 2.215946 4.936958 3.824850 0.287 -0.312 0.276 0.10
H 2.518657 2.245901 4.100046 -0.155 -0.204 0.102 0.10
N -1.260209 0.646399 0.627441 0.566 -0.510 0.321 0.06
C -0.927120 -0.208925 1.659090 -0.276 0.020 -0.656 -0.13
C 0.263182 -0.789678 1.311509 0.474 -0.847 0.504 -0.13
C 0.680988 -0.299718 0.063117 -0.131 0.100 -0.006 -0.10
C -0.286802 0.582675 -0.324747 -0.412 0.566 -0.564 -0.13
H -2.043945 1.274257 0.582270 -0.152 -0.171 0.048 0.07
H -1.612572 -0.472485 2.447435 0.048 0.380 0.172 0.11
H 0.799794 -1.557064 1.845091 -0.106 0.204 0.354 0.07
H 1.582838 -0.563163 -0.462451 -0.013 0.119 -0.071 0.08
H -0.403867 1.141276 -1.242603 0.104 0.133 0.102 0.12
N -2.224730 3.249017 -6.012834 0.093 0.000 -0.446 0.01
C -1.353874 2.998644 -4.989493 -0.161 -0.139 -0.122 -0.13
C -1.485939 1.673992 -4.656736 -0.172 0.091 0.756 -0.11
C -2.497086 1.120856 -5.481009 0.004 -0.080 -0.638 -0.11
C -2.884008 2.098406 -6.359013 -0.179 0.156 0.376 -0.13
H -2.308347 4.135580 -6.475198 -0.023 -0.053 -0.084 0.14
H -0.733479 3.790519 -4.606991 0.058 -0.106 0.126 0.10
H -1.010514 1.189899 -3.817241 0.187 -0.044 -0.158 0.08
H -2.908986 0.124107 -5.517887 0.292 -0.122 0.198 0.10
H -3.579791 2.034654 -7.177745 -0.035 0.223 0.017 0.11
N 1.352698 -6.163660 0.494724 -0.175 0.301 0.193 0.02
C 2.322055 -5.594661 1.280163 -0.047 0.076 -0.237 -0.14
C 1.843931 -4.377555 1.703074 0.774 -0.042 0.079 -0.13
C 0.550262 -4.220016 1.182938 -0.609 0.036 -0.245 -0.13
C 0.255934 -5.331861 0.429535 0.286 -0.551 0.375 -0.10
H 1.399839 -7.077236 0.082161 0.018 -0.010 -0.033 0.15
H 3.272995 -6.075120 1.439646 -0.027 -0.032 0.017 0.11
H 2.375026 -3.655914 2.305149 -0.010 -0.089 0.094 0.10
H -0.075639 -3.368910 1.390457 -0.152 -0.073 -0.246 0.06
H -0.645116 -5.697335 -0.036924 -0.047 0.309 -0.152 0.11
N 5.477638 -0.292665 2.495264 -0.070 0.303 0.255 0.00
C 5.716069 1.037538 2.750757 0.122 -0.724 -0.597 -0.12
C 4.567430 1.731903 2.453755 1.081 0.119 0.406 -0.10
C 3.606199 0.784050 2.048389 -0.671 -0.217 -0.368 -0.11
C 4.176052 -0.461544 2.096484 0.611 0.067 -0.054 -0.13
H 6.190867 -0.997162 2.505375 -0.099 -0.115 0.168 0.14
H 6.727805 1.306400 3.005748 -0.157 0.397 0.141 0.11
H 4.523202 2.805892 2.537051 -0.410 0.002 -0.114 0.09
H 2.607917 0.986893 1.693562 -0.043 -0.057 0.177 0.07
H 3.822443 -1.459783 1.900964 -0.277 0.109 -0.071 0.09